1.
Below is a cluster of 2 separate species, C16H17F6NO4P in total at a distorted geometry, with properties calculated with ωB97M-V with the def2-TZVPD basis set.

XYZ file:
```
45
Properties=species:S:1:pos:R:3:forces:R:3:nbo_charge:R:1
F -5.6165 2.5802 2.3193 0.7575 -0.2900 -0.3541 -0.117
N -4.9472 1.8054 1.4377 1.0361 -2.9935 -3.2000 0.100
C -5.7926 1.0464 0.5267 2.2886 -1.5078 -1.3306 0.043
C -5.1701 0.0906 -0.5156 3.0182 1.8721 2.3992 -0.209
C -3.6253 -0.0369 -0.5659 -2.1729 2.5399 2.7246 -0.070
C -2.7820 0.8084 0.4539 -3.3554 0.4276 -0.5049 -0.058
C -1.1833 0.5915 0.3801 -0.4496 -1.6326 0.6005 0.679
F -0.8597 0.6247 -1.0203 -0.3044 0.2618 3.1838 -0.328
F -0.4493 1.5260 1.1602 -1.7504 -1.3164 -2.1570 -0.322
C -0.9212 -0.8677 1.0309 0.6960 -2.2004 1.4043 -0.132
C -0.8597 -0.8807 2.6064 0.2610 -3.2478 -1.8008 -0.187
C -0.6606 -2.2131 3.3786 -0.2395 0.7094 -4.9106 -0.197
C -0.5053 -3.5119 2.5177 -0.4709 2.3413 -1.0859 -0.151
C -0.5644 -3.5086 0.9466 -0.6551 2.9214 1.5668 -0.111
C -0.4409 -4.8820 0.1078 -0.3352 -0.2464 0.0304 0.975
F -1.4102 -5.8533 0.5257 2.7342 2.3423 -0.8724 -0.322
F 0.8718 -5.4042 0.2960 -3.5081 0.9712 -0.8436 -0.311
F -0.7164 -4.6732 -1.2869 1.1046 -0.4843 3.4907 -0.331
C -0.7815 -2.1547 0.1751 0.0563 -0.2267 3.8654 -0.189
C -3.5010 1.7384 1.4528 0.0244 -1.9849 -2.1845 0.032
H -6.9427 1.1001 0.5658 2.1892 0.3914 0.4284 0.297
H -5.7807 -0.5556 -1.2433 0.7365 1.3966 1.4725 0.294
H -3.1471 -0.7312 -1.3293 -0.5757 1.1238 1.2737 0.282
H -0.9719 0.1010 3.1772 0.2352 -1.5960 -0.9424 0.240
H -0.6443 -2.1825 4.5152 0.0618 -0.3412 -1.8316 0.261
H -0.3646 -4.4925 3.1086 -0.2322 1.6666 -1.3613 0.263
H -0.8526 -2.1343 -0.9721 0.2341 -0.0399 2.0920 0.266
H -2.8899 2.3536 2.1998 -1.3988 -0.8583 -1.1445 0.301
C 2.8761 -0.1091 -1.3614 -0.3933 -0.1306 0.0553 -0.253
O 4.1263 0.4145 -1.7617 0.2697 0.5040 -0.0767 -0.811
P 4.6160 1.8352 -1.1973 1.2175 0.1996 0.1772 2.554
O 5.4254 1.7731 0.0364 -0.8981 0.1119 -1.0743 -1.070
O 3.2890 2.7369 -1.1041 0.4824 -0.4002 -0.1893 -0.824
C 2.6233 2.8495 0.1443 -0.4144 0.1619 0.5087 -0.258
O 5.3711 2.4564 -2.4638 -0.3933 -0.4209 1.0857 -0.790
C 4.6844 2.4598 -3.7086 -0.2693 -0.0383 -0.6382 -0.259
H 2.7959 -0.1423 -0.2715 -0.0448 -0.0420 -0.0244 0.181
H 2.0722 0.4998 -1.7829 -0.0559 -0.0099 0.1163 0.177
H 2.7819 -1.1210 -1.7564 0.1779 0.0771 0.0382 0.201
H 3.2918 2.6649 0.9872 0.0723 -0.0165 -0.1509 0.216
H 1.7925 2.1415 0.1774 0.0455 0.0230 0.0170 0.164
H 2.2218 3.8602 0.2326 0.0868 -0.0578 -0.1205 0.193
H 3.6849 2.8881 -3.6022 0.0643 -0.0125 -0.0057 0.183
H 4.6077 1.4428 -4.0993 -0.0071 0.0737 0.0421 0.190
H 5.2488 3.0657 -4.4174 0.0745 -0.0220 0.2311 0.204
```
Forces are in eV/Å.

energy	-52126.75653	eV
LUMO	-0.2140	Eh
charge	+1
orbital gap	6.406	eV
spin multiplicity	1
HOMO energy	-12.2	eV

=====

2.
Below is a structure of composition C44H45BF4N3NdO3P2S at a distorted geometry, with properties calculated with ωB97M-V with the def2-TZVPD basis set.

XYZ file:
```
104
Properties=species:S:1:pos:R:3:forces:R:3:lowdin_spin:R:1
Nd -1.8002 -0.6675 1.2231 0.5143 -0.5907 0.0341 3.027
O -2.5194 0.1965 -0.6314 -0.7769 0.4045 -0.5965 -0.008
C -3.5818 0.8689 -1.0438 0.2887 -0.2525 0.1516 0.000
C -3.4507 1.8855 -1.9947 -0.0411 0.0276 -0.2712 0.000
C -4.5651 2.5262 -2.5013 0.0377 0.0186 0.0022 0.000
C -5.8518 2.1959 -2.0695 0.1415 -0.0816 0.0433 0.000
C -5.9793 1.2474 -1.0774 -0.1043 0.0881 -0.0454 0.000
C -4.8664 0.5929 -0.5365 -0.3373 -0.2055 0.4566 0.000
C -5.1178 -0.1983 0.6712 -0.0290 0.2420 -0.2700 0.001
N -4.2591 -0.7708 1.4167 -0.1260 -0.1011 0.2903 -0.005
C -4.6980 -1.2519 2.7297 0.0313 -0.0142 -0.1159 0.000
C -3.9239 -2.4871 3.1532 0.1593 0.0063 -0.0796 0.000
N -2.4755 -2.2974 3.0125 -0.4672 -0.0309 0.0561 -0.005
C -1.7074 -2.8821 3.8473 0.2361 -0.1061 0.0168 0.000
C -0.2587 -3.0329 3.7413 -0.4526 -0.0086 0.2218 0.000
C 0.4173 -3.5893 4.8359 0.0091 0.0117 0.0856 0.000
C 1.7674 -3.8553 4.7927 -0.0053 0.0479 -0.1256 0.000
C 2.4603 -3.5755 3.6087 0.0028 0.0167 -0.0051 0.000
C 1.8180 -3.0449 2.5085 0.0858 -0.0030 0.2233 0.000
C 0.4375 -2.7549 2.5430 -0.1082 0.0638 -0.3046 0.000
O -0.1604 -2.2612 1.4901 0.3513 -0.2962 0.4675 -0.002
H -2.4510 2.1376 -2.3266 -0.0460 -0.0233 -0.0158 0.000
H -4.4321 3.3051 -3.2431 -0.0071 -0.0156 -0.0064 0.000
H -6.7221 2.6919 -2.4760 0.0203 0.0162 0.0039 0.000
H -6.9594 1.0155 -0.6730 0.0242 0.0169 -0.0131 0.000
H -6.1639 -0.1968 0.9932 -0.0411 -0.0187 -0.0460 0.000
H -5.7643 -1.4944 2.7383 -0.0766 0.0975 -0.0322 0.000
H -4.5301 -0.4438 3.4454 0.0034 0.0558 0.0137 0.000
H -4.1997 -3.3126 2.4926 0.0166 -0.0460 -0.0193 0.000
H -4.2025 -2.7636 4.1744 0.0360 -0.0175 0.0611 0.000
H -2.1604 -3.3711 4.7175 0.0266 -0.0783 0.0015 0.000
H -0.1480 -3.8073 5.7371 0.0093 -0.0026 -0.0370 0.000
H 2.2785 -4.2773 5.6467 -0.0035 0.0083 -0.0096 0.000
H 3.5233 -3.7823 3.5517 -0.0243 0.0181 -0.0010 0.000
H 2.3627 -2.8239 1.5995 0.0079 -0.0230 -0.0139 0.000
C 6.6217 2.1139 -1.3121 0.0391 0.1465 0.0348 0.000
S 6.3872 0.5039 -2.0748 0.0184 -0.0792 -0.0646 0.000
C 4.9715 -0.0777 -1.1189 -0.0573 -0.0493 0.1159 0.000
C 3.6252 0.4998 -1.5439 0.0586 -0.0342 -0.0610 0.000
C 2.5545 0.2093 -0.4976 -0.0675 -0.0373 -0.2714 0.000
N 1.1826 0.4646 -1.0022 -0.0895 -0.2336 0.5147 0.001
P 0.1392 -0.9410 -1.2391 0.0999 0.5939 -0.7098 -0.002
C 1.3062 -2.2670 -1.7083 0.0572 -0.0155 0.0559 0.000
C 1.3279 -3.4168 -0.9232 0.0468 -0.1501 -0.0901 0.000
C 2.1812 -4.4727 -1.2365 -0.0230 0.1023 -0.0665 0.000
C 3.0186 -4.3773 -2.3357 -0.0062 0.0629 -0.0122 0.000
C 2.9912 -3.2358 -3.1363 -0.0131 -0.0346 0.0233 0.000
C 2.1329 -2.1922 -2.8328 -0.0147 -0.0563 -0.0234 0.000
C -0.5867 -0.6187 -2.9026 0.1281 -0.0223 0.0091 0.000
C -0.3754 0.5472 -3.6256 0.0480 0.0813 -0.0379 0.000
C -0.9899 0.7419 -4.8597 0.0007 -0.0248 0.0658 0.000
C -1.8264 -0.2289 -5.3860 0.0141 -0.0813 0.1123 0.000
C -2.0300 -1.4114 -4.6792 0.0610 0.0807 0.0133 0.000
C -1.4109 -1.6022 -3.4525 -0.0420 0.0147 -0.0216 0.000
P 0.3191 1.8704 -0.4398 0.3088 -0.3118 0.0579 0.000
C 1.5314 3.1939 -0.8142 0.0101 0.0083 -0.0031 0.000
C 2.5474 3.6220 0.0385 0.0160 -0.0106 0.0182 0.000
C 3.4239 4.6227 -0.3573 0.0016 -0.0183 -0.0775 0.000
C 3.3029 5.2006 -1.6164 -0.0211 -0.0365 0.0279 0.000
C 2.2884 4.7899 -2.4714 -0.0096 -0.0407 0.0925 0.000
C 1.4004 3.8036 -2.0619 0.0561 0.0320 -0.0576 0.000
C 0.4480 1.7936 1.4067 0.0421 0.0580 -0.1194 -0.001
C 0.6892 0.6308 2.1465 0.3994 0.1828 -0.2284 -0.001
C 0.6372 0.6406 3.5373 -0.0596 -0.0972 0.0100 0.000
C 0.3311 1.8099 4.2110 -0.0105 0.0433 0.0000 0.000
C 0.0904 2.9708 3.4881 -0.0173 0.0301 -0.0129 -0.001
C 0.1419 2.9619 2.1033 -0.0987 0.0357 0.1111 0.000
H 7.4479 2.6031 -1.8282 -0.0245 -0.0398 0.0144 0.000
H 6.8803 2.0127 -0.2569 -0.0173 -0.0107 -0.0330 0.000
H 5.7371 2.7404 -1.4153 -0.0500 0.0142 0.0043 0.000
H 5.1643 0.1181 -0.0585 0.0308 0.0214 -0.0426 0.000
H 4.9661 -1.1640 -1.2407 -0.0416 0.0069 0.0295 0.000
H 3.3313 0.0452 -2.4911 0.0482 0.1298 0.0383 0.000
H 3.7022 1.5742 -1.7186 -0.0329 0.0631 0.0431 0.000
H 2.7356 0.7958 0.4058 -0.0029 0.0771 -0.0362 0.000
H 2.6408 -0.8374 -0.1922 0.0025 -0.0244 0.0375 0.000
H 0.6797 -3.4768 -0.0594 0.0278 0.0356 0.0098 0.000
H 2.1897 -5.3607 -0.6167 -0.0014 0.0111 -0.0080 0.000
H 3.6879 -5.1934 -2.5795 -0.0052 0.0276 -0.0097 0.000
H 3.6337 -3.1690 -4.0056 -0.0088 -0.0007 0.0124 0.000
H 2.0935 -1.3202 -3.4770 -0.0463 -0.0786 0.0215 0.000
H 0.2861 1.3095 -3.2309 -0.0227 -0.0668 -0.0081 0.000
H -0.8135 1.6604 -5.4066 0.0025 -0.0150 0.0090 0.000
H -2.3112 -0.0726 -6.3410 -0.0006 -0.0151 0.0106 0.000
H -2.6655 -2.1864 -5.0893 0.0093 0.0069 0.0102 0.000
H -1.5515 -2.5493 -2.9374 -0.0117 0.0360 0.0400 0.000
H 2.6463 3.1860 1.0265 0.0034 0.0021 -0.0509 0.000
H 4.2030 4.9517 0.3196 -0.0061 -0.0019 -0.0207 0.000
H 3.9893 5.9797 -1.9240 -0.0078 -0.0127 0.0075 0.000
H 2.1751 5.2479 -3.4459 0.0122 -0.0040 0.0177 0.000
H 0.5894 3.5074 -2.7200 0.0262 0.0119 0.0400 0.000
H 0.9876 -0.2859 1.6505 0.0233 -0.0079 -0.0729 0.000
H 0.8417 -0.2733 4.0836 0.0074 -0.0064 -0.0085 0.000
H 0.2678 1.8187 5.2917 0.0044 0.0026 -0.0331 0.000
H -0.1727 3.8839 4.0066 -0.0083 -0.0197 -0.0278 0.000
H -0.0913 3.8726 1.5622 0.0074 -0.0307 0.0089 0.000
O -2.7600 -2.6969 -0.1939 0.1342 0.0012 0.0312 -0.001
H -2.9451 -2.1474 -0.9709 0.0127 -0.0427 -0.0280 0.000
H -2.0318 -3.2837 -0.4366 -0.0228 0.0527 -0.0117 0.000
F -2.3360 1.1548 2.4141 -0.3728 0.5445 0.4373 -0.002
B -3.2554 2.2355 3.0124 0.0515 -0.0023 -0.0478 0.000
F -3.0809 2.1121 4.3736 -0.0279 0.0718 -0.0879 0.000
F -4.5385 1.9129 2.6063 0.1487 0.0031 0.0576 0.000
F -2.8105 3.4239 2.4828 -0.0724 -0.1036 0.1198 0.000
```
Forces are in eV/Å.

energy	-113219.20869	eV
energy above the lowest of the compared OMol25 structures with the same formula, charge and spin	0.00	kJ/mol
⟨S²⟩	3.7526
LUMO (spin up / spin down)	0.0031 / 0.0037	Eh
charge	0
orbital gap (spin up / spin down)	8.028 / 8.054	eV
spin multiplicity	4
HOMO energy (spin up / spin down)	-7.9 / -8.0	eV

=====

3.
Below is an isolated molecule of C10H14O4 at a distorted geometry, with properties calculated with ωB97M-V with the def2-TZVPD basis set.

XYZ file:
```
28
Properties=species:S:1:pos:R:3:forces:R:3:nbo_charge:R:1
C -0.3388 -2.4267 0.6334 -4.0921 -0.8259 -2.6923 -0.316
C 0.1562 -0.6205 1.8352 -0.2865 2.7546 3.1606 0.214
C -0.0853 -0.4327 3.2873 0.3020 -0.9787 -0.4634 -0.217
C -0.4706 0.8220 3.8261 -1.0971 -0.2043 -2.3519 -0.240
C -0.8281 1.8923 2.8976 0.3039 -1.7720 -2.0661 -0.196
C -0.6620 1.6883 1.4785 -1.5053 -0.6958 2.0679 -0.249
C -0.1564 0.4785 1.0335 2.6469 -0.2267 -1.4755 0.255
C 1.3898 0.0878 -0.9817 -1.4011 3.1828 -2.5892 -0.067
C 0.9191 -0.1224 -2.4227 0.0330 -2.7746 -1.6328 0.049
C 0.2352 1.1149 -2.9657 -3.5057 3.0477 2.1005 -0.150
H -1.3829 -2.2493 1.2222 2.6958 -1.1623 -0.6053 0.202
H -0.2576 -3.6432 0.1683 0.5629 3.8024 2.1383 0.241
H -0.7926 -1.8487 -0.3687 2.0476 -1.0524 2.3694 0.160
H 0.0022 -1.3534 4.0163 0.0893 1.9626 -1.7086 0.233
H -0.7832 0.8287 4.8720 0.4312 0.4178 -0.2810 0.228
H -1.3562 2.8107 3.0879 0.1185 0.0871 0.9986 0.223
H -1.1814 2.1910 0.6253 0.8884 0.6472 1.2676 0.239
H 2.2050 0.8709 -1.1403 -1.1035 -0.3358 0.8789 0.179
H 1.8872 -0.7419 -0.6652 0.6596 -2.5493 1.5583 0.210
H 1.8193 -0.3669 -2.9704 0.3453 0.2695 -0.3757 0.199
H -0.5792 -1.6744 -2.1515 1.1943 0.8417 -0.6387 0.463
H -0.7830 1.2391 -2.2524 2.1272 -0.6572 -2.3552 0.187
H 0.7267 2.0070 -2.4784 0.1139 -0.7874 -1.3437 0.212
H -0.6814 0.6665 -4.4158 -2.5388 -2.9259 -1.4046 0.459
O 0.7521 -1.7197 1.3269 -1.7631 -2.1479 -1.3254 -0.513
O 0.2040 0.5706 -0.3479 -0.4157 -0.8092 1.6671 -0.559
O 0.2292 -1.4955 -2.7013 -0.2633 2.0284 0.9721 -0.759
O -0.1873 1.4273 -4.4483 3.4124 0.8634 4.1303 -0.686
```
Forces are in eV/Å.

energy	-18780.51469	eV
energy above the lowest of the compared OMol25 structures with the same formula, charge and spin	582.05	kJ/mol
SMILES	COc1ccccc1OC[C@@H](O)CO
LUMO	0.0202	Eh
charge	0
orbital gap	9.583	eV
spin multiplicity	1
HOMO energy	-9.0	eV

=====

4.
Below is a cluster of 4 separate species, C22H43BFNO8 in total, with properties calculated with ωB97M-V with the def2-TZVPD basis set.

XYZ file:
```
76
Properties=species:S:1:pos:R:3:forces:R:3:mulliken_charge:R:1
N 4.2720 -4.0901 -1.8554 0.1824 0.2282 0.0678 -0.651
C 3.6516 -2.8225 -2.2790 -0.2651 -0.3554 0.3167 -0.389
C 2.3220 -3.0807 -2.9877 0.0512 0.1270 0.1103 -0.442
C 1.4356 -1.8397 -2.9470 0.1467 0.1484 -0.1409 -0.128
C 0.1539 -1.8939 -3.7856 0.0787 0.1249 0.2258 -1.334
C -1.0985 -2.4591 -3.0790 0.0849 -0.1924 -0.1035 2.214
C -1.9176 -1.3375 -2.4696 -0.3454 0.0969 0.1992 -1.901
B -1.1339 -0.6009 -1.3049 -0.0522 0.1861 0.0620 0.668
O -0.7005 0.7099 -1.4304 -0.1239 -0.2069 0.4140 -0.701
O -0.8657 -1.2858 -0.1380 0.4194 -0.5481 -0.5503 -0.260
O -1.8799 -3.1635 -4.0944 0.0378 0.1373 -0.0121 -0.570
C -1.3343 -4.3998 -4.2214 0.1450 0.1738 0.0708 0.349
O -1.5449 -5.1515 -5.1098 -0.0551 -0.1638 -0.2282 -0.562
O -0.4832 -4.6361 -3.1867 -0.1189 -0.0953 0.1429 -0.534
C -0.8005 -3.6660 -2.1827 -0.5496 0.3426 0.4088 1.602
C -2.0126 -4.1078 -1.3489 0.0748 0.0044 0.1630 -1.356
C -2.0391 -5.5711 -0.9614 -0.0259 0.0514 0.2041 -0.511
F -2.2456 -6.3868 -2.0586 -0.0497 -0.0722 -0.0831 -0.317
H 5.2753 -4.0568 -1.9857 -0.0310 -0.0253 -0.0122 0.240
H 4.1210 -4.1913 -0.8575 -0.0536 -0.1881 -0.0649 0.225
H 3.4175 -2.2225 -1.3901 0.1945 0.1962 -0.1188 0.123
H 4.3442 -2.2647 -2.9122 -0.1030 0.0788 0.0043 0.470
H 1.8521 -3.9220 -2.4741 0.0177 -0.0171 -0.1872 0.158
H 2.4936 -3.3707 -4.0280 -0.0383 -0.1367 0.0633 0.320
H 1.2122 -1.5988 -1.8987 -0.0026 0.0189 -0.0534 -0.300
H 2.0273 -0.9958 -3.3176 -0.0166 0.0072 0.0669 0.540
H -0.0859 -0.8718 -4.0871 -0.0907 -0.0784 -0.1190 0.351
H 0.3377 -2.4547 -4.7043 0.0222 -0.0382 0.0704 0.499
H -2.1510 -0.6174 -3.2563 -0.0116 -0.0723 -0.0315 0.346
H -2.8718 -1.7176 -2.0923 0.0619 -0.0758 -0.0020 0.285
H -1.4420 1.3264 -1.4277 0.1839 0.1692 -0.3890 0.290
H 0.0152 -1.1109 0.2141 -0.2455 0.4193 0.3124 0.138
H 0.0174 -3.4968 -1.4836 0.3463 -0.2451 -0.4340 -0.252
H -1.9741 -3.5400 -0.4137 -0.1029 0.0565 -0.0665 0.251
H -2.9595 -3.8661 -1.8359 0.0728 -0.0570 -0.1152 0.528
H -1.1189 -5.8890 -0.4622 0.0130 -0.0218 -0.1662 0.192
H -2.8736 -5.7441 -0.2772 0.0304 0.0097 0.0367 0.400
C 0.7098 -4.5142 2.5581 0.0256 0.0097 0.0132 -0.658
C 0.5821 -2.9913 2.5653 -0.0290 0.0114 -0.0212 -0.245
C 1.8421 -2.5785 1.8131 -0.0631 -0.0731 0.0340 -0.580
O 2.1062 -3.6228 0.8769 0.0718 0.0723 -0.1486 -0.333
C 1.3010 -4.7665 1.1779 -0.0228 -0.0006 0.0044 0.243
H -0.2355 -5.0332 2.7096 -0.0107 0.0150 -0.0049 0.373
H 1.4057 -4.8386 3.3340 0.0019 -0.0080 -0.0033 0.270
H -0.3092 -2.6834 2.0141 0.0026 -0.0214 0.0049 0.038
H 0.5309 -2.5601 3.5638 0.0146 -0.0150 0.0094 0.427
H 2.6974 -2.4763 2.4880 -0.0066 0.0259 0.0103 0.383
H 1.7329 -1.6364 1.2679 0.0701 0.0105 -0.0019 0.231
H 0.5170 -4.8562 0.4188 0.0210 0.0113 0.0331 -0.508
H 1.9265 -5.6577 1.1287 0.0143 0.0078 -0.0085 0.366
C -1.6525 4.1037 2.0051 -0.0381 0.0448 -0.0050 -0.032
C -3.1278 3.8769 2.3302 0.0071 -0.0402 -0.0167 -0.625
C -3.8016 4.3682 1.0550 0.0075 0.0288 0.0266 -0.451
O -2.8883 4.0951 -0.0103 -0.0038 -0.0165 -0.0340 -0.422
C -1.6101 3.7470 0.5262 -0.0220 -0.0470 0.0149 -0.141
H -0.9727 3.5002 2.6041 -0.0023 -0.0022 0.0027 0.424
H -1.3871 5.1510 2.1532 0.0213 -0.0086 0.0183 -0.204
H -3.3242 2.8125 2.4775 -0.0059 0.0002 -0.0034 0.251
H -3.4664 4.4116 3.2164 0.0103 0.0109 -0.0025 0.354
H -3.9876 5.4467 1.0967 -0.0034 -0.0008 0.0112 0.261
H -4.7457 3.8645 0.8443 0.0030 0.0006 -0.0139 0.311
H -1.4522 2.6711 0.3871 0.0799 0.0046 0.0552 -0.053
H -0.8372 4.2844 -0.0248 -0.0096 -0.0056 -0.0198 0.326
C 2.1789 8.1090 2.8303 -0.0076 -0.0115 -0.0248 -0.529
C 0.8521 8.8653 2.7978 0.0048 0.0062 0.0259 -0.548
C -0.1502 7.7187 2.7668 0.0131 0.0090 -0.0161 -0.407
O 0.4491 6.6440 3.4921 -0.0292 -0.0190 -0.0116 -0.370
C 1.8313 6.9233 3.7212 0.0100 0.0218 0.0107 -0.410
H 3.0088 8.6966 3.2199 -0.0088 0.0086 0.0055 0.333
H 2.4429 7.7671 1.8275 -0.0013 -0.0063 0.0010 0.265
H 0.7296 9.4525 3.7100 -0.0043 -0.0046 0.0033 0.265
H 0.7494 9.5343 1.9448 0.0088 -0.0075 -0.0068 0.326
H -0.3437 7.3937 1.7378 -0.0022 0.0135 -0.0043 0.252
H -1.1039 7.9681 3.2342 -0.0006 -0.0091 0.0037 0.312
H 1.9752 7.1684 4.7788 0.0114 0.0037 -0.0023 0.255
H 2.4117 6.0286 3.4927 -0.0102 -0.0065 0.0002 0.267
```
Forces are in eV/Å.

energy	-44777.15794	eV
SMILES	NCCCC[C@@]1(CB(O)O)OC(=O)O[C@@H]1CCF.C1CCOC1.C1CCOC1.C1CCOC1
LUMO	0.0087	Eh
charge	0
orbital gap	9.366	eV
spin multiplicity	1
HOMO energy	-9.1	eV